1.
DFT (ωB97M-V/def2-TZVPD) results for a structure of composition C25H51BCl13NO5 at a distorted geometry.

Cartesian coordinates (Å):
C  0.102155  -0.616721  0.221575
C  -0.178143  -0.122724  -0.964119
C  -0.500055  -0.997909  -2.174175
C  0.442370  -2.219472  -2.143006
O  1.760358  -1.957634  -2.566008
C  2.672297  -1.645997  -1.528744
C  4.063840  -1.773927  -2.104404
N  -1.868936  -1.512464  -2.269747
C  -2.822364  -1.127574  -1.238169
C  -3.402739  0.271914  -1.417225
C  -3.221078  1.174550  -0.188866
O  -4.811608  0.106238  -1.634676
C  -0.250307  -0.141164  -3.442906
Cl  -0.401719  -1.212694  -4.882407
O  0.941178  0.562792  -3.380445
C  1.380786  1.057601  -4.635561
B  2.593036  2.059145  -4.417995
O  3.257997  2.172134  -3.213862
O  2.968353  2.782337  -5.517197
C  3.155473  4.174851  -5.264364
C  4.552562  4.511319  -4.736542
H  0.849986  -0.217842  0.867935
H  -0.418463  -1.515923  0.497967
H  -0.192557  0.945383  -1.069639
H  0.437682  -2.700936  -1.164122
H  0.048316  -2.946451  -2.851258
H  2.517325  -2.207856  -0.617249
H  2.533470  -0.591477  -1.288347
H  4.262660  -1.024297  -2.864613
H  4.161984  -2.746948  -2.576714
H  4.816356  -1.646097  -1.332985
H  -1.890220  -2.521247  -2.314822
H  -3.684450  -1.777134  -1.372020
H  -2.499117  -1.303278  -0.211909
H  -2.994014  0.720047  -2.321975
H  -4.090273  1.820809  -0.117310
H  -2.298480  1.732801  -0.275731
H  -3.241338  0.562723  0.704149
H  -5.190239  0.966866  -1.830149
H  -1.071779  0.573132  -3.478897
H  1.775381  0.269159  -5.275113
H  0.593619  1.617637  -5.141909
H  3.769179  1.360856  -3.095648
H  2.375967  4.606572  -4.640296
H  3.067283  4.665882  -6.228389
H  4.812969  5.536505  -4.959409
H  5.260157  3.848993  -5.214298
H  4.540467  4.347670  -3.669039
Cl  -2.139332  2.382246  2.844392
C  -3.706294  3.208695  3.017571
C  -4.511621  2.662642  4.169212
Cl  -5.072208  0.994319  3.852860
H  -4.243724  3.111998  2.077365
H  -3.491686  4.262804  3.180798
H  -5.401265  3.272752  4.320030
H  -3.947246  2.652002  5.084827
Cl  3.092241  -4.664439  -0.658310
C  4.367575  -5.751538  -0.059223
C  5.696997  -5.471925  -0.711373
Cl  5.704159  -5.909068  -2.438449
H  4.046808  -6.775988  -0.229923
H  4.444289  -5.589972  1.015089
H  6.473385  -6.064864  -0.230590
H  5.965713  -4.421617  -0.629811
Cl  3.974317  1.705983  0.674742
C  3.058482  3.197494  0.323564
C  1.914761  3.397942  1.278602
Cl  0.633567  2.180121  1.047626
H  2.716467  3.142171  -0.703359
H  3.758916  4.027353  0.409165
H  1.463244  4.374928  1.110847
H  2.242089  3.347298  2.314338
Cl  -1.570428  -1.835489  3.377764
C  -0.369645  -2.985631  4.020194
C  1.019279  -2.631141  3.568921
Cl  1.207486  -2.915658  1.821467
H  -0.643832  -3.989387  3.702763
H  -0.435666  -2.938319  5.106150
H  1.754400  -3.255945  4.074324
H  1.250602  -1.589608  3.780218
Cl  -6.017078  5.672379  7.481597
C  -4.709761  4.600601  8.043332
C  -3.358371  5.043738  7.543950
Cl  -3.195980  4.833450  5.780574
H  -4.942342  3.589194  7.719375
H  -4.723648  4.624955  9.131417
H  -2.579162  4.441753  8.008213
H  -3.168871  6.088008  7.776991
Cl  -2.916844  -4.187452  1.680604
C  -3.719458  -4.497757  0.121277
C  -2.784249  -5.123458  -0.881080
Cl  -1.507604  -3.992357  -1.403516
H  -4.117798  -3.554156  -0.242987
H  -4.553509  -5.169628  0.318137
H  -3.339621  -5.409767  -1.772823
H  -2.302862  -6.009815  -0.476212

Force components x, y, z for each atom (eV/Å):
C -0.72 -0.88 0.07
C -0.50 0.46 -0.82
C -0.22 -0.03 0.38
C 0.44 0.14 -0.72
O -0.06 -0.72 0.33
C 0.27 1.66 -0.84
C -0.07 -0.41 0.06
N -0.46 1.36 0.13
C -0.26 -0.18 -0.60
C -0.46 0.44 0.53
C -0.18 -0.55 -0.68
O -0.21 -0.43 -0.17
C -0.24 -0.06 0.75
Cl -0.04 0.04 -0.16
O 0.14 -0.60 -0.43
C 0.99 0.95 0.69
B -0.33 -0.61 -0.31
O 0.34 0.10 -0.14
O -0.62 0.49 0.51
C 1.15 0.71 -0.93
C -0.88 -0.39 0.21
H -0.52 0.66 0.86
H 0.81 -0.82 -0.03
H 1.11 0.39 -0.75
H 0.14 0.33 0.11
H 0.17 0.08 -0.25
H -0.11 -0.34 0.06
H -0.10 0.17 0.39
H -0.16 0.18 -0.18
H 0.24 -0.16 0.00
H 0.14 -0.09 0.20
H -0.06 1.33 -0.84
H -0.11 -0.18 -0.12
H 0.32 0.18 0.17
H 0.28 0.09 -0.01
H 0.07 0.48 -0.07
H 0.15 0.22 0.36
H 0.25 -0.03 0.29
H -0.01 0.06 0.01
H -0.31 -0.03 -0.47
H -0.39 -0.28 -0.25
H -0.20 -0.19 -0.27
H -0.20 0.01 0.58
H -0.17 -0.22 0.27
H -0.25 -0.06 -0.26
H 0.03 0.30 -0.02
H 0.30 -0.13 -0.05
H 0.45 -0.02 0.29
Cl -0.05 0.05 0.10
C -0.01 0.02 0.04
C -0.38 -0.24 -0.32
Cl 0.00 -0.03 -0.04
H 0.01 -0.09 0.00
H -0.01 0.01 0.02
H 0.00 0.01 -0.04
H 0.12 -0.24 0.04
Cl 0.02 -0.33 -0.02
C -0.05 -0.06 0.11
C 0.11 -0.02 0.08
Cl -0.01 0.03 -0.02
H 0.00 0.01 -0.08
H 0.04 0.05 0.00
H -0.03 -0.05 0.00
H -0.07 0.03 -0.06
Cl -0.03 -0.04 -0.04
C 0.12 0.14 -0.04
C -0.15 0.14 0.10
Cl 0.31 0.55 0.21
H -0.04 -0.14 -0.14
H 0.01 -0.02 0.07
H 0.02 0.00 -0.06
H 0.01 -0.08 -0.01
Cl 0.10 0.17 0.17
C -0.13 0.02 0.19
C 0.16 -0.06 0.06
Cl 0.37 -0.38 0.32
H -0.04 0.04 -0.10
H 0.04 0.05 0.01
H -0.06 -0.05 0.02
H -0.05 0.03 -0.11
Cl -0.01 -0.02 -0.04
C 0.00 -0.05 0.08
C 0.09 0.02 0.13
Cl 0.26 0.54 0.31
H -0.01 0.02 -0.06
H 0.03 0.04 0.01
H -0.03 -0.06 -0.03
H -0.06 0.03 -0.07
Cl -0.10 -0.06 -0.17
C -0.12 -0.10 -0.01
C -0.13 -0.26 -0.01
Cl -0.32 -3.11 1.49
H 0.06 0.02 0.06
H 0.05 -0.05 -0.02
H -0.01 0.05 -0.02
H 0.05 0.03 0.05

Values from the calculation:
Maximum force = 3.46 eV Å⁻¹
Frontier orbital gap = 8.320 eV
Spin multiplicity = 1
LUMO = 0.469 eV
Charge = 0
Total energy = -201947.127 eV

=====

2.
DFT (ωB97M-V/def2-TZVPD) results for a cluster of 18 separate species, C5H41Cl2INO19 in total at a distorted geometry.

Cartesian coordinates (Å):
C  5.884742  -1.377253  -2.461873
C  4.415517  -0.764205  -2.958613
Cl  4.301797  0.962585  -2.286631
C  3.166230  -1.747350  -2.557467
Cl  3.675850  -2.578219  -0.937346
C  1.753258  -0.982728  -2.233573
N  1.301252  0.009675  -3.280337
I  1.503529  -0.691927  -5.207073
C  0.631160  -2.185207  -1.931803
O  0.417466  -2.654672  -0.684895
O  -0.168567  -2.839463  -3.007010
H  6.032168  -1.035961  -1.347910
H  6.715819  -0.808967  -3.093636
H  5.957902  -2.536876  -2.625468
H  4.476912  -0.775081  -4.150642
H  3.005399  -2.617171  -3.348060
H  1.891430  -0.441958  -1.178078
H  0.331180  0.379343  -3.094411
O  1.611409  1.151184  0.560258
H  1.068088  1.950841  0.625960
H  1.614801  0.795860  1.461768
O  0.157039  3.125686  -4.059727
H  -0.809480  3.063644  -4.028806
H  0.446739  2.208555  -4.177766
O  -2.865894  -3.188605  -1.195301
H  -2.600726  -3.454350  -2.088627
H  -2.061820  -3.306898  -0.667610
O  0.816768  -0.389881  3.283940
H  1.018448  -0.181952  4.208633
H  0.667101  -1.347263  3.286647
O  1.014082  1.132190  6.060669
H  0.470761  1.931848  6.126371
H  1.017474  0.776866  6.962179
O  -3.115410  -5.536104  0.619699
H  -2.310223  -5.719411  1.126688
H  -2.872050  -4.785399  0.057378
O  5.610197  -4.695096  -2.719221
H  4.643677  -4.757138  -2.688300
H  5.899897  -5.612227  -2.837260
O  -3.089803  -0.218173  -1.380760
H  -4.056323  -0.280215  -1.349839
H  -2.800103  -1.135303  -1.498798
O  -0.382407  3.237780  1.606595
H  -1.327089  3.453073  1.620377
H  -0.259473  2.674146  2.385178
O  -4.312737  0.669679  1.412595
H  -4.047569  0.403933  0.519269
H  -3.508662  0.551386  1.940286
O  1.805521  1.237618  -8.046713
H  0.880850  1.018061  -8.235773
H  1.775418  1.637577  -7.164606
O  1.044990  -3.652585  3.939451
H  0.567222  -4.495578  3.947557
H  1.949577  -3.893875  4.189429
O  -7.249123  0.230761  0.080642
H  -7.851261  -0.476102  0.357664
H  -6.537827  0.203303  0.738131
O  1.499224  3.632015  7.561540
H  2.304411  3.448708  8.068529
H  1.742583  4.382721  6.999219
O  0.985583  5.515769  5.097694
H  0.091379  5.339848  5.426959
H  0.869256  5.602826  4.139635
O  -2.100789  5.386435  0.200673
H  -1.735888  5.033051  -0.624514
H  -1.417104  5.996099  0.516700
O  -10.200789  1.254617  1.509764
H  -9.835888  0.901233  0.684577
H  -9.517104  1.864281  1.825791

Force components x, y, z for each atom (eV/Å):
C -0.12 1.23 -0.30
C 1.24 -1.97 -1.19
Cl -0.07 -1.56 -0.72
C -0.08 0.70 0.07
Cl -0.80 0.48 -1.30
C -0.75 -1.26 1.57
N 0.27 -0.49 1.10
I -0.51 0.23 0.31
C -4.35 -5.05 0.68
O 1.46 2.98 -5.31
O 4.23 3.99 4.25
H -0.28 -1.05 -2.18
H -1.76 -1.25 1.22
H -0.18 2.46 0.44
H -0.42 0.60 2.67
H 0.49 1.98 1.69
H -0.38 -0.87 -2.46
H 1.26 -1.26 -0.20
O 0.00 0.33 0.31
H 0.04 -0.23 -0.13
H -0.10 -0.23 -0.20
O -0.43 -0.24 -0.10
H 0.33 0.02 -0.01
H 0.18 0.24 0.11
O -0.20 -0.21 0.13
H 0.43 0.12 0.14
H 0.54 0.53 -0.48
O 0.02 -0.10 0.37
H -0.07 0.14 -0.14
H 0.08 0.13 -0.23
O -0.30 -0.21 0.20
H 0.40 -0.17 0.06
H 0.02 0.18 -0.36
O 0.48 -0.07 0.34
H -0.31 0.04 -0.22
H -0.39 -0.13 -0.12
O -0.14 -0.66 -0.18
H 0.21 0.18 0.16
H -0.06 0.35 0.02
O -0.56 0.33 0.19
H 0.30 -0.14 -0.34
H 0.07 -0.24 0.16
O -0.22 0.01 0.59
H 0.21 0.05 -0.30
H 0.05 0.00 -0.27
O 0.04 -0.05 0.05
H 0.36 0.04 0.14
H -0.30 -0.05 -0.26
O -0.37 0.15 -0.04
H 0.34 0.07 0.11
H 0.05 -0.22 -0.18
O 0.16 -0.41 0.29
H 0.10 0.37 -0.11
H -0.28 0.17 -0.19
O -0.23 -0.26 0.28
H 0.32 0.15 -0.12
H 0.03 0.12 -0.05
O 0.34 0.34 0.23
H -0.33 -0.01 -0.22
H -0.09 -0.19 -0.09
O -0.45 -0.02 -0.07
H 0.27 0.08 -0.11
H 0.16 -0.11 0.27
O 0.32 0.15 -0.10
H -0.10 0.02 0.26
H -0.21 -0.26 -0.12
O 0.28 0.07 -0.14
H -0.04 0.22 0.28
H -0.19 -0.26 -0.16

Values from the calculation:
Maximum force = 7.21 eV Å⁻¹
Frontier orbital gap = 6.452 eV
Spin multiplicity = 1
LUMO = 1.612 eV
Charge = -1
Total energy = -79387.397 eV

=====

3.
DFT (ωB97M-V/def2-TZVPD) results for an isolated molecule of C9H12 at a distorted geometry.

Cartesian coordinates (Å):
C  1.158100  0.939750  0.420369
C  2.143456  1.710349  0.321909
C  0.112985  0.519613  1.315805
C  -0.641850  -0.255695  0.295279
C  0.472826  0.044101  -0.745751
C  -0.083536  0.839826  2.707832
C  -1.908725  -1.005062  0.139960
C  1.199051  -1.239660  -1.145217
C  0.072002  0.860363  -1.993681
H  0.807450  0.562947  3.143969
H  -0.938508  0.278316  3.123550
H  -0.204766  2.020035  2.857384
H  -2.684672  -0.927714  1.055681
H  -1.658993  -2.141831  0.035583
H  -2.470082  -0.723578  -0.858169
H  0.553289  -1.888036  -1.874014
H  1.624186  -1.844153  -0.296262
H  2.271059  -1.115249  -1.707413
H  -0.449793  0.229639  -2.613983
H  1.062942  1.228845  -2.535638
H  -0.436421  1.907195  -1.647193

Force components x, y, z for each atom (eV/Å):
C -1.91 -2.31 -0.80
C 2.14 1.52 -0.36
C -4.25 -3.18 -4.33
C 3.35 3.64 3.20
C -0.09 -0.01 -0.22
C -2.18 2.72 0.17
C -1.93 -1.54 0.05
C 2.92 -1.29 -1.66
C 2.96 4.33 2.21
H 1.87 -0.52 1.75
H 0.43 0.47 -0.03
H 0.10 -2.53 -0.21
H 1.93 0.05 -2.11
H -0.50 1.84 0.15
H 1.07 -0.38 1.99
H 1.04 1.10 1.55
H -1.26 0.44 -0.43
H -2.73 0.39 0.80
H -1.66 -0.96 -1.67
H -2.04 -0.97 0.98
H 0.73 -2.80 -1.03

Values from the calculation:
Maximum force = 6.85 eV Å⁻¹
Frontier orbital gap = 8.014 eV
Spin multiplicity = 1
LUMO = -0.187 eV
Charge = 0
Energy relative to the best compared isomer or geometry (same formula, charge and spin) = 592.88 kJ/mol
Total energy = -9520.695 eV